# C9H17FNO5S

A cluster of 2 separate species, C9H17FNO5S in total (wB97M-V/def2-TZVPD, the Open Molecules 2025 dataset).

For the frontier orbital gap, the calculation gives 10.98 eV. The value obtained for the maximum force is 1.85 eV/Å. Its net charge is +1. The value obtained for the LUMO energy is -3.163 eV.

```
34
Properties=species:S:1:pos:R:3:forces:R:3:nbo_charge:R:1
S 2.612 1.435 2.663 0.65 -1.04 -1.38 2.4272
F 2.386 2.557 3.700 -0.14 0.59 0.19 -0.4643
O -1.583 -2.966 -2.093 0.05 0.30 0.17 -0.4707
O 3.896 1.523 2.114 1.27 1.00 -0.37 -0.8839
O 2.285 0.218 3.290 -1.28 -0.70 1.04 -0.9241
O -0.373 -1.264 -1.316 0.01 -0.09 -0.19 -0.5302
O -1.702 -2.413 0.088 0.02 0.14 0.05 -0.5969
N -1.183 1.222 2.294 -0.02 0.47 -0.58 -0.4929
C 0.096 -1.528 -2.656 0.02 0.17 -0.03 -0.0979
C 0.418 2.902 1.672 -0.41 -0.36 0.08 -0.4301
C 0.780 0.437 0.934 -0.39 0.27 0.10 -0.4385
C 1.438 1.772 1.336 -1.00 0.38 0.32 -0.5038
C -1.011 2.438 1.441 0.43 0.46 -0.03 -0.2238
C -1.083 -2.259 -3.252 0.22 -0.23 -0.48 0.0651
C -0.454 0.036 1.743 0.72 -0.55 0.28 -0.2560
C -0.742 -3.203 -4.375 -0.11 -0.36 0.17 -0.6315
C -1.267 -2.243 -1.009 -0.16 -0.24 -0.07 0.9813
H -2.179 1.059 2.438 0.12 -0.36 0.20 0.4501
H -1.194 2.230 0.392 -0.21 -0.45 0.00 0.2322
H -1.109 -0.610 1.172 -0.26 0.08 -0.10 0.2794
H 0.608 3.789 1.080 0.12 0.11 -0.07 0.2605
H -0.011 -3.945 -4.051 0.07 0.08 0.02 0.2262
H -1.860 -1.560 -3.571 0.00 0.04 0.10 0.1907
H 0.466 3.205 2.716 0.23 0.12 0.08 0.2296
H -1.629 -3.747 -4.697 -0.03 0.08 -0.06 0.2418
H 1.463 -0.395 1.042 0.29 -0.03 -0.09 0.2775
H 0.540 0.484 -0.119 -0.13 0.14 -0.16 0.2480
H 0.993 -2.145 -2.591 -0.06 -0.09 -0.05 0.1974
H 0.333 -0.602 -3.174 -0.07 0.11 0.17 0.2098
H -0.105 -0.517 2.607 -0.16 -0.19 0.17 0.2437
H 1.967 2.115 0.460 0.79 -0.01 0.19 0.2810
H -0.730 1.450 3.180 -0.47 -0.06 0.24 0.4316
H -0.340 -2.657 -5.227 -0.02 0.05 0.02 0.2320
H -1.728 3.180 1.769 -0.09 0.16 0.07 0.2392
```
Forces are in eV/Å.